Molecular formula: C4H8N2
Method: DFT, wB97M-V/def2-TZVPD

```
14
Properties=species:S:1:pos:R:3:forces:R:3:mulliken_charge:R:1
C 1.431002 0.175140 -0.577708 -0.1 0.0 -0.2 -0.59
N 2.286724 0.781831 0.446376 0.0 -0.1 0.2 -0.62
C 0.364059 -0.717991 -0.001399 -0.2 0.0 0.0 -0.30
C -0.930531 -0.464219 -0.070374 0.2 0.0 0.0 0.16
C -2.077579 0.324862 -0.480915 0.0 0.3 -0.2 -0.25
N -2.192810 -0.922322 0.323394 0.0 -0.2 0.2 -0.56
H 2.082629 -0.383613 -1.261216 -0.1 0.1 0.1 0.33
H 0.971307 0.978184 -1.166176 0.0 -0.2 0.1 0.33
H 2.791513 0.044236 0.933738 0.0 0.2 -0.1 0.24
H 0.695241 -1.581795 0.575354 -0.1 0.1 -0.1 0.32
H 1.690737 1.208451 1.150777 0.1 0.0 -0.1 0.25
H -2.475763 0.236117 -1.488510 0.1 0.0 0.1 0.21
H -2.261442 1.282850 0.003471 0.1 -0.2 0.0 0.22
H -2.393171 -0.742721 1.304144 0.0 0.0 -0.1 0.25
```
Positions in Å, forces in eV/Å.

Computed properties:
Structure (SMILES)   NC/C=C1\CN1
2S+1   1
Highest occupied orbital energy   -0.322 hartree
Electronic energy   -7255.7406 eV

***

Molecular formula: C7H17BFLuO
Method: DFT, wB97M-V/def2-TZVPD

```
28
Properties=species:S:1:pos:R:3:forces:R:3:mulliken_charge:R:1
C -1.567431 0.638168 -1.971350 -0.2 0.0 0.0 -1.23
C -1.302056 -0.809022 -1.545359 0.0 -0.1 -0.3 0.54
C -0.085311 -1.384300 -2.276048 0.3 0.2 0.3 -1.51
C -1.198140 -0.946828 -0.015218 -0.3 0.0 0.2 -1.37
C 0.100960 -0.364248 0.558569 0.1 0.3 0.3 1.87
C 0.946432 -1.277299 1.444849 0.6 -0.6 -1.6 -0.99
C -0.162053 0.864130 1.440099 -0.2 -0.2 -0.3 -1.37
O 1.056867 1.449396 1.888571 -0.5 -0.3 1.1 -0.17
B 1.749744 2.394677 1.130333 0.4 -0.2 -0.3 0.09
F 2.683250 3.077627 1.761565 0.3 0.2 0.5 -0.19
H -2.614565 0.907682 -1.818025 0.1 0.0 0.1 0.36
H -1.361437 0.766106 -3.035465 0.0 0.0 0.1 0.41
H -0.953220 1.357551 -1.414690 0.1 0.0 -0.2 0.16
H -2.169326 -1.399888 -1.854090 0.0 0.0 0.2 0.39
H 0.285402 -2.307407 -1.817004 -0.2 -0.1 -0.2 0.32
H -0.314729 -1.565636 -3.325846 0.0 -0.1 0.1 0.43
H 0.751234 -0.674082 -2.271297 0.0 0.0 0.0 0.38
H -1.328150 -1.992627 0.282381 0.2 0.0 -0.1 0.44
H -2.043129 -0.411702 0.436111 0.0 -0.1 0.0 0.42
H 0.791447 -0.097428 -0.256485 -0.2 0.3 0.0 -0.10
H 2.007794 -0.980043 1.319763 0.0 -0.1 0.5 0.69
H 0.846163 -2.347675 1.243498 -0.1 0.0 0.3 0.60
H 0.607031 -1.030249 2.445904 -2.6 -1.2 -2.4 -0.40
H -0.867764 1.562301 0.987947 0.4 0.3 0.0 0.56
H -0.630770 0.502474 2.388620 -0.3 0.0 -0.1 0.33
H 1.013334 3.033125 0.322586 0.1 -0.4 -0.3 0.20
H 2.287605 1.746899 0.109777 -0.4 0.4 -0.3 0.19
Lu 1.470817 -0.711702 3.840305 2.3 1.6 2.6 0.95
```
Positions in Å, forces in eV/Å.

Computed properties:
Total charge   +2
2S+1   1
Highest occupied orbital energy   -0.574 hartree
Electronic energy   -46572.7829 eV

***

Molecular formula: C26H29IN2O6PPbS2
Method: DFT, wB97M-V/def2-TZVPD

```
68
Properties=species:S:1:pos:R:3:forces:R:3:mulliken_charge:R:1
Pb -1.012562 -1.694170 -0.561385 0.2 1.5 0.7 1.49
C -4.893578 -0.672192 2.359201 0.1 -0.1 0.0 -1.06
C -3.643545 -0.821384 3.173329 0.0 0.0 0.1 0.48
N -3.583070 -0.262037 4.360897 0.0 0.0 -0.1 -0.69
C -2.438852 -0.344599 5.069730 0.0 0.1 0.0 -0.88
C -1.303184 -0.973695 4.615501 0.1 -0.1 -0.1 0.76
C -0.094044 -1.080062 5.509051 0.0 0.0 0.0 -0.57
O -0.339978 -1.937226 6.642522 0.1 0.0 0.1 -0.57
C -1.342222 -1.605136 3.354890 -0.5 0.3 0.1 -0.12
C -0.280794 -2.284579 2.666206 0.4 -0.5 -0.5 -0.72
N 0.992341 -2.131249 2.722801 -0.2 0.5 0.4 -0.36
C 1.706744 -2.748216 1.695524 -0.2 -0.1 -0.3 0.11
C 3.083567 -2.960458 1.841042 -0.1 0.0 0.0 -0.34
C 3.816700 -3.585892 0.846953 0.1 -0.1 0.0 -0.44
C 3.200326 -4.031451 -0.315858 0.0 0.1 0.1 -0.54
C 1.840118 -3.796127 -0.499313 -0.1 0.0 -0.3 -0.56
C 1.143831 -3.119364 0.467978 0.7 -0.3 0.5 0.14
I -1.820136 -3.964422 -1.919129 -0.5 -1.3 -0.8 -0.56
C -2.554719 -1.561764 2.582435 0.2 0.0 0.2 0.45
O -2.692222 -2.108203 1.440585 0.0 0.0 -0.2 -1.11
H -5.581804 0.011261 2.854290 0.0 0.0 0.0 0.37
H -5.377644 -1.640495 2.205673 0.0 0.0 0.0 0.28
H -4.616406 -0.299572 1.370758 -0.1 0.0 0.0 0.09
H -2.454116 0.136949 6.043136 0.1 0.0 0.0 0.39
H 0.167869 -0.110294 5.934876 -0.1 0.0 0.0 0.34
H 0.754691 -1.446900 4.936145 0.1 0.0 0.0 0.28
H -0.761793 -2.730055 6.297886 0.0 0.0 0.0 0.35
H -0.670097 -2.987256 1.920849 -0.1 0.0 0.1 1.21
H 3.553199 -2.614406 2.753628 0.0 0.0 0.0 0.40
H 4.884614 -3.726290 0.975844 0.0 0.0 0.0 0.37
H 3.766448 -4.531172 -1.092516 0.0 0.0 0.0 0.37
H 1.360960 -4.106970 -1.420903 -0.1 0.1 0.0 0.22
C -2.700149 2.757334 0.353688 0.0 -0.2 0.0 -1.50
C -2.380006 1.562454 -0.538906 -0.1 0.3 0.2 0.56
O -2.245413 0.477969 0.012765 -0.3 0.1 0.0 -0.19
C -2.259598 1.777799 -1.977228 0.1 -0.3 -0.2 0.67
C -2.349046 3.074482 -2.512298 0.0 0.0 0.0 -0.33
C -2.234286 3.335176 -3.857206 0.0 0.2 0.0 -0.71
C -2.000508 2.263096 -4.736564 0.0 0.0 0.1 -0.45
C -1.891636 0.987758 -4.260270 -0.1 -0.1 -0.1 -0.47
C -2.042162 0.663563 -2.866464 0.1 0.2 0.1 -0.13
O -1.980179 -0.551517 -2.515911 0.0 -0.4 0.2 -0.66
H -2.788715 2.396764 1.376324 0.0 0.0 0.0 0.30
H -3.634553 3.234176 0.053424 0.0 0.1 0.0 0.41
H -1.890183 3.487379 0.308494 0.0 0.0 0.0 0.34
H -2.506210 3.907217 -1.838238 0.0 0.0 0.0 0.28
H -2.313117 4.348707 -4.232315 0.0 0.0 0.0 0.35
H -1.891466 2.454464 -5.799858 0.0 0.0 0.0 0.35
H -1.695542 0.149304 -4.918316 0.0 0.0 0.0 0.38
C 5.379536 1.179872 -1.683122 -0.2 0.0 0.1 -1.17
C 4.425200 0.050228 -1.330287 0.1 0.1 -0.1 -0.22
O 3.412958 0.526233 -0.448478 0.0 0.1 0.0 -0.37
P 1.894808 0.775429 -0.951855 0.3 0.2 -0.3 0.78
S 0.858878 1.418032 0.570951 0.0 -0.3 -0.2 -0.47
S 1.323856 -0.780268 -2.087730 0.1 0.3 0.0 -0.52
O 2.193288 2.001783 -2.008584 0.0 -0.3 0.2 -0.31
C 1.079064 2.488833 -2.758571 -0.1 0.2 -0.1 0.37
C 1.593980 3.288883 -3.937845 0.1 -0.1 0.2 -1.53
H 6.172698 0.816988 -2.341318 0.0 0.0 0.0 0.38
H 5.824332 1.589229 -0.774242 0.0 0.0 0.0 0.28
H 4.829250 1.975597 -2.185121 0.0 0.0 0.0 0.21
H 4.952020 -0.749878 -0.804573 -0.1 0.0 0.0 0.32
H 3.967336 -0.372144 -2.227061 0.0 -0.1 0.0 0.28
H 0.446625 3.105465 -2.112260 0.1 -0.1 0.0 0.23
H 0.478204 1.649950 -3.114746 0.0 0.0 0.0 -0.04
H 2.187612 4.140114 -3.597287 0.0 0.0 0.0 0.33
H 0.748224 3.643659 -4.528416 0.0 0.0 0.0 0.38
H 2.224261 2.653298 -4.563202 0.0 0.0 0.0 0.32
```
Positions in Å, forces in eV/Å.

Computed properties:
Total charge   -2
2S+1   2
Highest occupied orbital energy (spin up / spin down)   -0.073 / -0.077 hartree
Electronic energy   -87010.1340 eV